No. 1
This record from the Open Molecules 2025 dataset describes a molecular structure, C2H4N4O2 at a distorted geometry. The level of theory is wB97M-V/def2-TZVPD.

Calculated values
ΔE to the lowest compared entry with this formula, charge and spin in kJ/mol: 216.9
Total charge: 0
DFT total energy in Eh: -448.019798
Highest occupied orbital energy in eV: -9.58
Lowest unoccupied orbital energy in Eh: 0.01425

Cartesian coordinates (Å):
C  -1.26  -0.03  -0.03
C  0.61  0.84  0.10
H  2.68  -0.32  -0.62
H  2.62  -1.45  0.52
H  -0.54  -1.84  0.77
H  -3.02  0.56  0.33
N  1.91  -1.32  -0.31
N  0.81  -0.56  0.25
N  -0.51  -1.14  0.02
N  -0.77  1.17  -0.25
O  -2.57  -0.23  -0.05
O  1.57  1.63  0.12

No. 2
This record from the Open Molecules 2025 dataset describes C4H4O3 in the gas phase. The level of theory is wB97M-V/def2-TZVPD.

Calculated values
ΔE to the lowest compared entry with this formula, charge and spin in kJ/mol: 122.1
SMILES: CC(=O)C(=O)C=O
Total charge: 0
DFT total energy in Eh: -380.500519
Highest occupied orbital energy in eV: -9.81
Lowest unoccupied orbital energy in Eh: -0.03710

Cartesian coordinates (Å):
C  -1.67  0.21  -0.42
C  -0.38  -0.56  -0.37
O  -0.09  -1.50  -1.08
C  0.62  -0.16  0.72
O  0.31  -0.13  1.88
C  2.05  0.19  0.30
O  2.33  0.47  -0.84
H  -2.06  0.36  0.59
H  -2.39  -0.32  -1.05
H  -1.48  1.20  -0.86
H  2.76  0.24  1.14

No. 3
This record from the Open Molecules 2025 dataset describes C4H9N3 in the gas phase at a distorted geometry. The level of theory is wB97M-V/def2-TZVPD.

Calculated values
ΔE to the lowest compared entry with this formula, charge and spin in kJ/mol: 178.3
SMILES: [H]/N=C(C)\C(C)=N\N
Total charge: 0
DFT total energy in Eh: -322.022461
Highest occupied orbital energy in eV: -9.26
Lowest unoccupied orbital energy in Eh: 0.03244

Cartesian coordinates (Å):
H  -2.02  1.47  0.77
N  -2.24  0.50  0.58
C  -1.29  -0.24  0.21
C  -1.57  -1.67  -0.10
C  0.24  0.24  -0.01
C  0.55  1.69  -0.18
N  1.02  -0.74  0.04
N  2.45  -0.39  0.17
H  -1.02  -2.31  0.58
H  -2.63  -1.87  0.00
H  -1.24  -1.90  -1.12
H  -0.37  2.28  -0.25
H  1.15  1.84  -1.08
H  1.12  2.06  0.68
H  3.01  -1.23  0.18
H  2.85  0.28  -0.48

No. 4
This record from the Open Molecules 2025 dataset describes 8 unconnected molecules or ions with the total composition C37H41F40N3O5 at a distorted geometry. The level of theory is wB97M-V/def2-TZVPD.

Calculated values
Total charge: +1
DFT total energy in Eh: -5969.096161
Highest occupied orbital energy (spin up / spin down) in eV: -12.80 / -12.80
Lowest unoccupied orbital energy (spin up / spin down) in Eh: -0.08658 / -0.41478
<S²>: 0.754
Multiplicity: 2

Cartesian coordinates (Å):
C  -2.89  -4.78  5.78
C  -3.14  -3.29  5.54
C  -1.90  -2.60  4.96
F  -1.37  -3.17  3.84
F  -2.15  -1.31  4.72
F  -4.17  -3.12  4.68
F  -3.53  -2.70  6.66
O  -1.69  -5.05  6.50
C  -0.85  -6.15  6.00
C  0.43  -6.15  6.89
F  1.32  -7.11  6.65
F  1.12  -5.00  6.83
F  -1.59  -7.26  6.06
F  -0.58  -5.93  4.75
H  -2.79  -5.28  4.81
H  -3.77  -5.29  6.16
H  -1.12  -2.64  5.71
H  0.16  -6.34  7.92
C  4.75  -5.28  3.61
C  3.46  -6.10  3.94
C  2.87  -6.83  2.73
F  3.60  -7.85  2.30
F  1.66  -7.37  2.92
F  3.65  -6.88  4.97
F  2.48  -5.21  4.31
O  4.44  -4.31  2.57
C  5.34  -3.26  2.47
C  4.98  -2.40  1.24
F  3.72  -1.83  1.42
F  5.80  -1.46  0.86
F  5.36  -2.53  3.57
F  6.53  -3.83  2.23
H  5.56  -5.95  3.33
H  4.99  -4.72  4.51
H  2.74  -6.12  1.91
H  4.75  -3.01  0.37
C  0.91  1.97  -7.84
C  1.35  2.71  -9.12
C  0.73  4.17  -9.22
F  1.01  5.00  -8.16
F  1.11  4.72  -10.35
F  2.69  2.90  -9.14
F  1.12  2.10  -10.24
O  -0.42  1.68  -7.78
C  -0.83  0.72  -6.91
C  -0.57  1.08  -5.38
F  -0.79  2.38  -5.15
F  -1.02  0.29  -4.43
F  -2.15  0.51  -7.08
F  -0.18  -0.42  -7.23
H  1.20  2.60  -6.99
H  1.59  1.12  -7.79
H  -0.36  4.11  -9.21
H  0.50  1.05  -5.22
C  2.83  3.93  -3.48
C  3.35  5.41  -3.84
C  2.32  6.20  -4.69
F  2.78  7.30  -5.19
F  1.74  5.52  -5.68
F  3.64  6.14  -2.73
F  4.51  5.35  -4.48
O  1.56  4.13  -2.85
C  1.14  3.17  -1.89
C  -0.36  3.34  -1.66
F  -0.85  2.40  -0.79
F  -0.72  4.52  -1.11
F  1.33  1.98  -2.47
F  1.94  3.23  -0.83
H  3.55  3.47  -2.80
H  2.66  3.26  -4.32
H  1.44  6.46  -4.11
H  -0.84  3.27  -2.63
C  -6.62  3.24  1.89
C  -8.06  2.97  2.39
C  -8.78  1.83  1.60
F  -10.03  1.65  1.99
F  -8.73  1.98  0.26
F  -8.06  2.83  3.66
F  -8.77  4.06  2.16
O  -5.78  2.10  1.97
C  -4.90  1.86  0.90
C  -4.38  0.36  0.97
F  -3.36  0.17  0.12
F  -4.01  -0.06  2.22
F  -5.54  1.85  -0.25
F  -3.99  2.84  0.86
H  -6.21  4.00  2.55
H  -6.79  3.58  0.87
H  -8.29  0.87  1.80
H  -5.18  -0.35  0.76
C  -2.25  4.30  3.12
C  -2.23  2.85  3.67
C  -0.80  2.36  4.03
C  0.07  2.39  2.91
N  0.81  2.39  1.99
H  -1.90  4.30  2.09
H  -1.55  4.86  3.73
H  -3.22  4.80  3.21
H  -2.68  2.13  2.99
H  -2.82  2.76  4.58
H  -0.84  1.33  4.38
H  -0.37  3.00  4.81
C  -0.44  -1.20  -0.99
C  0.40  -0.84  0.25
C  0.20  -1.74  1.49
C  0.55  -3.16  1.32
N  0.85  -4.24  1.24
H  -0.20  -0.61  -1.87
H  -1.48  -1.13  -0.69
H  -0.31  -2.25  -1.25
H  0.13  0.19  0.50
H  1.43  -0.78  -0.10
H  -0.85  -1.76  1.77
H  0.75  -1.28  2.31
C  4.85  0.17  -1.64
C  4.41  -0.92  -2.66
C  3.06  -0.74  -3.28
C  3.08  0.14  -4.40
N  3.07  0.86  -5.31
H  4.36  0.08  -0.66
H  4.81  1.21  -1.95
H  5.92  0.01  -1.49
H  4.46  -1.83  -2.07
H  5.15  -1.02  -3.47
H  2.29  -0.36  -2.61
H  2.67  -1.72  -3.59

No. 5
This record from the Open Molecules 2025 dataset describes C3H7N in the gas phase at a distorted geometry. The level of theory is wB97M-V/def2-TZVPD.

Calculated values
ΔE to the lowest compared entry with this formula, charge and spin in kJ/mol: 114.2
SMILES: CN1CC1
Total charge: 0
DFT total energy in Eh: -173.198580
Highest occupied orbital energy in eV: -9.23
Lowest unoccupied orbital energy in Eh: 0.04752

Cartesian coordinates (Å):
C  -1.34  0.01  -0.05
N  -0.08  -0.01  -0.71
C  0.98  0.71  -0.04
C  0.93  -0.76  -0.04
H  -1.96  -0.79  -0.51
H  -1.26  -0.16  1.07
H  -1.83  1.01  -0.25
H  0.71  1.30  0.84
H  1.68  1.27  -0.64
H  0.62  -1.19  0.95
H  1.56  -1.38  -0.62

No. 6
This record from the Open Molecules 2025 dataset describes 2 unconnected molecules or ions with the total composition C9H14 at a distorted geometry. The level of theory is wB97M-V/def2-TZVPD.

Calculated values
ΔE to the lowest compared entry with this formula, charge and spin in kJ/mol: 217.8
SMILES: Cc1ccccc1.CC
Total charge: 0
DFT total energy in Eh: -351.247253
Highest occupied orbital energy in eV: -8.86
Lowest unoccupied orbital energy in Eh: 0.03589

Cartesian coordinates (Å):
C  -2.46  0.27  -1.52
C  -1.13  0.95  -1.25
C  -0.03  0.03  -1.14
C  1.12  0.64  -0.74
C  1.32  2.07  -0.65
C  0.26  2.84  -1.06
C  -1.03  2.37  -1.42
H  -2.62  -0.71  -1.11
H  -2.84  0.28  -2.56
H  -3.35  0.81  -0.94
H  -0.01  -1.10  -1.19
H  2.20  0.18  -0.48
H  2.19  2.46  -0.12
H  0.43  3.98  -1.10
H  -1.76  3.03  -1.65
C  0.83  -2.92  1.67
C  1.07  -1.71  2.50
H  0.99  -2.78  0.56
H  1.45  -3.73  2.03
H  -0.24  -3.19  1.73
H  0.33  -0.91  2.71
H  1.35  -1.84  3.55
H  1.93  -1.01  2.18